# 1
Computed, not measured: a 2-piece molecular cluster, C18H19FN2O7 overall, with ωB97M-V/def2-TZVPD.

```
! RIJCOSX wB97M-V def2-TZVPD def2/J DEFGRID3
* xyz 0 1
H 1.922 -0.133 0.241
C 1.606 -1.058 -2.449
C 1.769 -3.412 -2.929
H 3.703 -4.281 -2.565
H 0.559 -2.117 1.897
H 1.022 -0.150 -2.456
F -1.207 5.113 2.128
C -1.279 -1.017 -0.340
C 0.797 -0.078 2.133
C -1.214 2.346 4.028
N -0.378 -2.206 -3.291
O -1.344 -3.859 -1.988
H -0.357 -1.569 -0.176
H 1.335 -4.342 -3.262
C 3.105 -3.381 -2.537
H -0.284 -0.015 2.159
C 3.701 -2.203 -2.092
C 1.287 0.553 0.793
H 1.875 1.434 1.041
H 2.121 -1.635 2.027
C -1.776 1.433 -1.164
C -2.052 -1.636 -1.529
N 1.181 -1.474 2.364
C 0.154 1.043 -0.033
C -1.257 -2.691 -2.238
H -1.951 3.367 1.521
O -0.665 1.453 4.579
O 0.799 3.359 -0.215
C 2.943 -1.032 -2.050
H 4.737 -2.187 -1.797
H -2.343 -0.894 -2.259
H -3.751 3.929 3.086
H 3.370 -0.088 -1.745
C 1.010 -2.241 -2.886
H -2.613 4.772 4.164
O -1.094 2.627 -1.176
C -0.930 0.419 -0.495
C 0.076 2.459 -0.460
H -2.958 -2.108 -1.166
H -0.487 -2.858 -4.062
O -2.505 2.706 4.219
O -0.634 3.146 3.085
H -1.865 -1.141 0.566
H 1.160 0.501 2.971
O -2.879 1.344 -1.577
C -2.746 3.920 3.497
C -1.663 3.881 2.441
*
```

SMILES   NCCC1=C(CCC(=O)Nc2ccccc2)C(=O)OC1=O.O=C1OC[C@@H](F)O1
E_tot   -39004.546 eV
F_max   0.0183 Eh/bohr

# 2
Computed, not measured: one molecule with the formula C4H8N2OS at a distorted geometry, with ωB97M-V/def2-TZVPD.

```
! RIJCOSX wB97M-V def2-TZVPD def2/J DEFGRID3
* xyz 0 1
C 0.629 0.052 -2.638
H 1.229 0.265 -3.503
S -1.533 0.080 2.654
H -0.220 -0.480 -3.011
H 0.080 -2.183 -1.163
H 2.354 -0.405 -1.317
H -1.114 -0.476 -0.056
O 0.246 1.180 -1.868
H 1.631 -2.442 -1.167
C 1.277 -0.518 -1.358
C -0.394 0.238 0.321
N 0.924 -1.826 -0.884
H -0.717 0.037 3.719
N -0.238 0.521 1.572
H 1.408 1.406 -0.133
C 0.673 0.678 -0.610
*
```

SMILES   N[C@H]1CO[C@H]1/C=N/S
E_tot   -20138.076 eV
F_max   0.0546 Eh/bohr

# 3
Computed, not measured: a 2-piece molecular cluster, C3H11NS overall at a distorted geometry, with ωB97M-V/def2-TZVPD.

```
! RIJCOSX wB97M-V def2-TZVPD def2/J DEFGRID3
* xyz 0 1
C -1.120 0.757 1.668
H -0.121 0.329 1.855
H 1.648 -1.742 1.219
H -2.219 -0.184 0.221
S 1.283 -0.746 -1.081
H -0.992 1.815 1.911
H 0.287 -0.267 -0.347
H -1.035 2.328 -0.610
H 2.632 -2.545 -0.039
C -1.937 1.745 -0.391
H -2.599 1.630 -1.243
H 2.966 -0.995 0.721
H -2.383 2.465 0.309
N -1.486 0.514 0.282
C 2.170 -1.614 0.262
H -1.750 0.268 2.414
*
```

SMILES   CNC.CS
E_tot   -15613.581 eV
F_max   0.0394 Eh/bohr

# 4
Computed, not measured: C32H37N5PRuS2 as an isolated structure, with ωB97M-V/def2-TZVPD.

```
! RIJCOSX wB97M-V def2-TZVPD def2/J DEFGRID3
* xyz 2 2
H -5.461 -1.044 -0.043
C 4.528 -3.347 1.561
H 0.823 0.081 4.668
N -0.188 -2.410 -0.118
H 0.119 -1.584 -5.823
H -3.518 4.177 2.271
H 4.579 -3.605 0.502
H 2.536 3.931 -4.020
C -2.457 -1.538 1.627
H 3.844 4.929 -2.179
C 1.178 -1.447 -2.633
Ru -0.121 -0.413 -0.114
S 0.591 -4.997 -0.732
H 0.571 2.531 -3.523
C -1.879 2.934 -0.416
H -3.956 -0.233 -0.441
H 5.186 -1.725 2.842
N 0.312 -0.547 -2.125
H -2.898 -2.523 -0.961
C -3.752 -1.906 0.938
C -3.672 4.940 0.274
C 1.155 -1.830 -3.949
H -1.407 0.165 -4.925
H 3.191 4.520 0.170
H -2.480 0.516 1.073
C 3.084 -3.387 2.026
H -0.322 1.070 2.217
C -1.802 -2.481 2.436
C 2.624 4.073 -0.636
C -3.500 -2.951 -0.155
N -1.279 1.090 -2.396
H -4.377 -2.372 1.707
H -1.965 3.786 -2.404
H -2.237 -3.468 2.548
C -0.676 -0.321 -4.294
H 6.078 -1.854 1.324
H -3.588 5.519 -1.794
H 1.354 -2.398 1.196
C 0.788 2.715 -1.388
C 2.989 4.304 -1.958
C -3.235 4.826 -1.042
C -2.302 3.067 0.903
P -0.659 1.732 -0.941
H -1.924 2.425 1.687
C -0.671 0.044 2.180
H -0.186 -2.908 3.761
H 1.248 3.109 0.686
C 2.255 3.745 -2.992
H -4.726 0.041 1.133
C 1.148 2.955 -2.710
C -2.333 3.836 -1.385
H 2.597 -4.316 1.736
C -1.899 -0.265 1.541
H -4.373 5.718 0.543
H -4.446 -3.285 -0.580
C 1.528 3.277 -0.349
C -4.511 -0.713 0.374
H 1.878 -1.883 -1.937
N 2.341 -2.288 1.395
H 1.656 -1.399 4.216
S 2.052 0.120 0.162
N 4.205 -0.975 1.141
C -3.197 4.072 1.244
H -2.971 -3.826 0.223
H 3.017 -3.285 3.112
C 0.139 -3.520 -0.400
H -2.115 1.429 -2.846
C 2.904 -1.177 0.978
C 5.095 -1.956 1.779
C -0.642 -2.171 3.109
C 1.144 -0.524 3.818
H 5.116 -4.079 2.111
C 0.185 -1.280 -4.787
C -0.051 -0.905 2.996
C -0.564 0.046 -2.959
H 1.862 -2.565 -4.303
H 4.586 -0.101 0.812
H 1.850 0.079 3.243
*
```

E_tot   -74765.610 eV
F_max   0.0148 Eh/bohr

Question: The highest E_tot belongs to which entry?
Answer: C3H11NS

Question: The lowest E_tot belongs to which entry?
Answer: C32H37N5PRuS2

Question: Which of these has the highest E_tot?
Answer: C3H11NS